DFT (the ωB97M-V functional and the def2-TZVPD basis) results for an isolated molecule of C3H6N2O in a non-equilibrium geometry.

## Properties
Energy relative to the best compared isomer or geometry (same formula, charge and spin)   74.2 kcal per mole
SMILES   [H]/N=C\CO/C=N\[H]
Frontier orbital gap   10.825 eV

```
12
Properties=species:S:1:pos:R:3:lowdin_charge:R:1
N 1.89143 -0.74386 0.05569 0.08
C 0.91336 -0.39661 -0.68207 -0.29
C -0.52517 -0.89420 -0.68281 -0.16
O -1.28912 0.16251 -0.10025 -0.05
C -0.43434 0.95220 0.64482 -0.34
N -0.74941 2.00244 1.24968 0.12
H 0.64445 0.55775 0.70738 0.11
H 1.59913 -1.45853 0.73056 0.07
H 1.04640 0.48310 -1.32688 0.13
H -0.86468 -1.06750 -1.71061 0.13
H -0.64111 -1.81690 -0.10280 0.13
H -1.74702 2.19789 1.21729 0.05
```

---

DFT (the ωB97M-V functional and the def2-TZVPD basis) results for a structure of composition C46H37AsFMnN6O4.

## Properties
Net charge   +3
Energy relative to the best compared isomer or geometry (same formula, charge and spin)   6.1 kcal per mole
Frontier orbital gap (spin up / spin down)   6.451 / 6.925 eV
Multiplicity   4

```
96
Properties=species:S:1:pos:R:3:lowdin_spin:R:1
Mn 0.86481 0.88945 -0.17836 2.89
N 0.55171 0.71335 4.04197 0.00
C 0.27060 0.79971 2.75798 0.00
N 1.18502 0.76472 1.81885 -0.03
C 2.53138 0.61665 2.14450 -0.01
N 3.41847 0.56129 1.20548 -0.02
N 2.83627 0.70243 -0.01712 -0.06
C 3.49750 0.50757 -1.09017 0.01
C 2.73377 0.63472 -2.32244 0.00
C 3.25416 0.41784 -3.58218 0.00
C 2.41035 0.58955 -4.68034 0.00
C 1.09101 0.94441 -4.47344 0.00
C 0.62497 1.10133 -3.17230 0.00
N 1.42961 0.94873 -2.12858 -0.03
C 2.88779 0.52350 3.54559 0.00
C 4.21517 0.40053 3.97480 0.00
C 4.49250 0.32939 5.32134 0.00
C 3.45806 0.38080 6.26095 0.00
C 2.14258 0.50463 5.86105 0.00
C 1.86907 0.57598 4.50067 0.00
H -0.20159 0.75505 4.71502 0.00
H -0.76778 0.90319 2.46818 0.00
H 4.54481 0.22901 -1.07684 0.00
H 4.29270 0.14439 -3.70528 0.00
H 2.78939 0.44975 -5.68374 0.00
H 0.41298 1.09500 -5.30133 0.00
H -0.40865 1.34271 -2.96118 0.00
H 5.00585 0.37390 3.23851 0.00
H 5.51597 0.24042 5.65741 0.00
H 3.69113 0.33006 7.31574 0.00
H 1.34266 0.55368 6.58876 0.00
C -4.36756 5.83753 -2.05843 0.00
C -4.38329 5.40135 -0.60225 0.00
C -5.76211 5.08550 -0.04982 0.00
C -6.37848 3.90614 -0.78417 0.00
C -5.43755 2.73492 -0.79345 0.00
C -5.90316 1.45234 -0.96625 0.00
C -5.02644 0.36404 -0.95504 0.00
F -5.53770 -0.85006 -1.13649 0.00
C -3.68300 0.50225 -0.75041 0.00
C -3.17752 1.79860 -0.56725 0.00
C -1.77187 2.00758 -0.35114 0.00
O -1.00530 0.94260 -0.31657 0.04
C -1.30519 3.30595 -0.20048 0.01
C -2.22113 4.35930 -0.26241 0.00
N -3.51004 4.18349 -0.45135 0.01
C -4.04575 2.90947 -0.60565 0.00
C 0.12032 3.67700 0.01219 0.01
O 0.46807 4.81329 0.15307 0.01
O 1.02024 2.68455 -0.05195 0.04
H -5.01135 6.70804 -2.18159 0.00
H -4.72842 5.05306 -2.72377 0.00
H -3.36283 6.11843 -2.37391 0.00
H -3.90455 6.15612 0.02118 0.00
H -6.38526 5.97328 -0.15119 0.00
H -5.68411 4.87095 1.01826 0.00
H -6.62522 4.17839 -1.81325 0.00
H -7.31395 3.60589 -0.31328 0.00
H -6.95976 1.26229 -1.10767 0.00
H -3.03033 -0.35845 -0.73380 0.00
H -1.86470 5.37681 -0.15726 0.00
O 0.75860 -0.93642 -0.28715 0.10
As 1.11452 -2.60677 -0.29404 0.01
C 2.87560 -2.85097 -0.96462 0.00
C 3.95008 -2.29671 -0.26415 0.00
C 5.23899 -2.47266 -0.73926 0.00
C 5.45405 -3.19756 -1.90785 0.00
C 4.38540 -3.74932 -2.59947 0.00
C 3.08989 -3.57975 -2.12995 0.00
C 0.97346 -3.18303 1.51026 0.00
C -0.14156 -2.78637 2.24909 0.00
C -0.28408 -3.22670 3.55338 0.00
C 0.68053 -4.05694 4.11695 0.00
C 1.78351 -4.45511 3.37767 0.00
C 1.93338 -4.02201 2.06646 0.00
C -0.18931 -3.42095 -1.40086 0.00
C -0.87197 -4.54358 -0.94306 0.00
C -1.80630 -5.15518 -1.76820 0.00
C -2.05046 -4.64573 -3.03407 0.00
C -1.36644 -3.52216 -3.48822 0.00
C -0.43357 -2.90592 -2.67401 0.00
H 3.78812 -1.74560 0.65846 0.00
H 6.07899 -2.06440 -0.19267 0.00
H 6.46284 -3.34471 -2.27006 0.00
H 4.56085 -4.32763 -3.49631 0.00
H 2.26160 -4.03045 -2.66337 0.00
H -0.90632 -2.16334 1.79620 0.00
H -1.15912 -2.95051 4.12740 0.00
H 0.55908 -4.40927 5.13254 0.00
H 2.52230 -5.11302 3.81413 0.00
H 2.78888 -4.34883 1.48790 0.00
H -0.68186 -4.94611 0.04491 0.00
H -2.33875 -6.03013 -1.42192 0.00
H -2.77558 -5.12726 -3.67616 0.00
H -1.56096 -3.13802 -4.48043 0.00
H 0.10124 -2.03130 -3.02894 0.00
```

---

DFT (the ωB97M-V functional and the def2-TZVPD basis) results for the ion C5H13N2 with charge +2 in a non-equilibrium geometry.

## Properties
Net charge   +2
Energy relative to the best compared isomer or geometry (same formula, charge and spin)   55.8 kcal per mole
Frontier orbital gap (spin up / spin down)   11.007 / 9.848 eV
Multiplicity   2

```
20
Properties=species:S:1:pos:R:3:lowdin_spin:R:1
C -1.28493 -0.07141 -1.28732 0.04
C 0.01115 -0.83438 -0.58243 0.04
C 0.23640 -0.10735 0.69475 0.36
C 1.43901 0.45195 0.89884 0.13
N 1.90487 0.98549 2.01870 0.31
C -0.56242 -0.44128 1.94155 0.04
N -0.64173 0.30835 -2.74760 0.00
H -1.54093 0.80459 -0.55591 0.00
H -1.95937 -0.80889 -1.36012 0.00
H 0.87050 -1.11378 -1.20095 0.00
H -0.52580 -1.91209 -0.43845 0.01
H 2.15988 0.53705 -0.01811 0.00
H 2.83263 1.44229 2.09809 0.01
H 1.14826 1.18379 2.74618 0.00
H -0.35036 -1.49259 2.29185 0.02
H -1.71942 -0.31452 1.79239 0.01
H -0.34941 0.10615 2.78598 0.00
H 0.23055 0.60132 -2.49375 0.00
H -1.16415 1.11965 -3.07977 0.00
H -0.73473 -0.44431 -3.50392 0.00
```

---

DFT (the ωB97M-V functional and the def2-TZVPD basis) results for a cluster of 4 separate species, C14H35O14PS3 in total in a non-equilibrium geometry.

## Properties
Energy relative to the best compared isomer or geometry (same formula, charge and spin)   32.7 kcal per mole
SMILES   CCC[C@H](OC=O)P(=O)(O)O.CCOS(C)(=O)=O.CCOS(C)(=O)=O.CCOS(C)(=O)=O
Frontier orbital gap   10.503 eV

```
67
Properties=species:S:1:pos:R:3:lowdin_charge:R:1
C -2.34054 -2.36138 1.07914 -0.12
C -0.98993 -1.68999 0.55465 -0.22
C 0.21293 -1.66668 1.60475 -0.16
C -0.22471 -1.52239 3.13582 -0.31
O 0.64267 -0.55304 3.78162 -0.06
C 0.28154 0.75457 3.45987 -0.25
O -0.61207 1.09501 2.67723 0.03
P 0.17173 -3.20691 3.96079 0.68
O 1.68864 -3.18877 4.22703 -0.32
O -0.16324 -4.51572 2.91191 -0.18
O -0.68841 -3.35567 5.40525 -0.15
H -3.07948 -1.50345 1.27162 0.08
H -2.23363 -2.97413 2.02507 0.05
H -2.83411 -2.98173 0.25182 0.08
H -0.62409 -2.31105 -0.33906 0.11
H -1.13085 -0.63438 0.13945 0.11
H 0.86969 -2.59268 1.51942 0.09
H 0.88930 -0.79203 1.30235 0.13
H -1.29918 -1.20418 3.30039 0.13
H 0.85145 1.59127 3.99375 0.17
H 0.57267 -4.61670 2.27262 0.07
H -1.65208 -3.34422 5.20726 0.08
O 3.57949 -6.35159 1.85178 -0.28
S 3.99867 -5.28538 0.98283 0.60
O 3.08012 -4.27901 0.51573 -0.29
O 4.77083 -5.91627 -0.28841 -0.26
C 4.09139 -6.89351 -1.07973 -0.27
C 3.03137 -6.26554 -1.96621 -0.08
C 5.38848 -4.46896 1.71078 -0.12
H 3.66355 -7.67265 -0.44247 0.12
H 4.84628 -7.37044 -1.70871 0.12
H 2.22123 -5.84030 -1.37069 0.07
H 2.59895 -7.00897 -2.63810 0.08
H 3.45714 -5.45263 -2.55878 0.09
H 6.10930 -5.21734 2.03594 0.08
H 5.02524 -3.89837 2.56537 0.08
H 5.82696 -3.79575 0.97385 0.08
O 0.66199 3.10417 0.45666 -0.28
S -0.09878 4.31701 0.58638 0.61
O -0.89229 4.83657 -0.49643 -0.29
O 0.87167 5.48966 1.12982 -0.26
C 2.05918 5.78483 0.39136 -0.27
C 1.75629 6.55065 -0.88357 -0.08
C -1.13208 4.19572 2.01827 -0.12
H 2.61649 4.86797 0.17918 0.12
H 2.68765 6.40148 1.03778 0.12
H 1.18857 5.93726 -1.58597 0.07
H 2.67901 6.85935 -1.37791 0.08
H 1.15318 7.43544 -0.66716 0.09
H -0.53720 3.83929 2.85653 0.06
H -1.92796 3.48679 1.79452 0.08
H -1.55791 5.17736 2.22847 0.08
O -4.42610 1.44223 -3.03001 -0.28
S -4.25072 2.16586 -4.26075 0.60
O -3.06680 2.02032 -5.06420 -0.28
O -4.50519 3.73667 -3.98656 -0.27
C -3.72975 4.38538 -2.97367 -0.26
C -2.30507 4.64067 -3.42747 -0.08
C -5.65984 1.88797 -5.29469 -0.13
H -3.75112 3.80717 -2.04566 0.12
H -4.21591 5.34179 -2.76846 0.12
H -1.76425 3.70364 -3.57305 0.07
H -1.76293 5.22799 -2.68638 0.05
H -2.29409 5.17129 -4.38285 0.09
H -6.56522 2.03166 -4.70723 0.07
H -5.60543 0.86262 -5.65854 0.08
H -5.62266 2.58218 -6.13435 0.07
```

---

Which formula does entry 2 have?
C46H37AsFMnN6O4

---

energy relative to the best compared isomer or geometry (same formula, charge and spin) of number 3 (C5H13N2)?
55.8 kcal per mole

---

Which of these has the highest energy relative to the best compared isomer or geometry (same formula, charge and spin)?
C3H6N2O

---

Among the records above, which one has the lowest energy relative to the best compared isomer or geometry (same formula, charge and spin)?
C46H37AsFMnN6O4